A cluster of 2 separate species, C2H6N4O in total. Source: OMol25; level of theory: ωB97M-V/def2-TZVPD.

Its energy above the lowest of the compared OMol25 structures with the same formula, charge and spin is 4.368 eV. The calculation puts the maximum force at 3.152 eV/A. As for the calculated total energy: -10175.6933 eV. The calculation puts the gap between HOMO and LUMO at 9.75 eV. As for the SMILES: [H]/N=C\N.N=C=NO. The spin multiplicity is 1. The LUMO energy is 0.8249 eV.

```
13
Properties=species:S:1:pos:R:3:forces:R:3
H 0.618 1.097 2.379 0.4 0.3 -0.4
N 0.363 0.460 1.630 0.1 -0.9 -0.2
C -0.175 1.002 0.607 -2.8 1.3 0.7
N -0.324 2.354 0.448 0.3 -0.2 0.0
H -0.916 0.466 -0.053 1.7 0.3 0.5
H -0.839 2.730 -0.328 0.1 0.0 0.1
H 0.150 2.979 1.081 0.0 0.1 -0.2
N -0.535 -2.356 -2.485 -0.2 -0.3 -0.9
C -0.209 -1.814 -1.447 2.5 -0.9 1.2
N 0.444 -1.203 -0.612 -1.1 0.4 -0.2
O 1.350 -1.678 0.315 0.0 -0.4 -0.5
H -1.241 -3.072 -2.545 -0.5 0.3 0.2
H 1.314 -0.966 1.009 -0.4 -0.1 -0.3
```
Forces are in eV/Å.